{"formula": "C32H80F6NO34S12", "method": "wB97M-V/def2-TZVPD", "total_charge": -1, "relative_energy_kcal_mol": 45.4, "lumo_ev": 1.487, "homo_lumo_gap_ev": 9.921, "symbols": ["C", "F", "F", "F", "S", "O", "O", "N", "S", "O", "O", "C", "F", "F", "F", "O", "S", "O", "O", "C", "C", "C", "H", "H", "H", "H", "H", "H", "H", "H", "O", "S", "O", "O", "C", "C", "C", "H", "H", "H", "H", "H", "H", "H", "H", "O", "S", "O", "O", "C", "C", "C", "H", "H", "H", "H", "H", "H", "H", "H", "O", "S", "O", "O", "C", "C", "C", "H", "H", "H", "H", "H", "H", "H", "H", "O", "S", "O", "O", "C", "C", "C", "H", "H", "H", "H", "H", "H", "H", "H", "O", "S", "O", "O", "C", "C", "C", "H", "H", "H", "H", "H", "H", "H", "H", "O", "S", "O", "O", "C", "C", "C", "H", "H", "H", "H", "H", "H", "H", "H", "O", "S", "O", "O", "C", "C", "C", "H", "H", "H", "H", "H", "H", "H", "H", "O", "S", "O", "O", "C", "C", "C", "H", "H", "H", "H", "H", "H", "H", "H", "O", "S", "O", "O", "C", "C", "C", "H", "H", "H", "H", "H", "H", "H", "H"], "xyz": [[-9.468885, -3.281106, -17.351557], [-10.435809, -2.610028, -16.754093], [-9.794217, -4.543089, -17.520415], [-9.350159, -2.699418, -18.569231], [-7.833852, -3.019163, -16.533028], [-6.905498, -3.721453, -17.371755], [-7.722830, -1.618124, -16.306042], [-8.178752, -3.868770, -15.170418], [-6.764164, -4.263970, -14.549300], [-6.439549, -5.656406, -14.754283], [-5.675943, -3.342197, -14.758038], [-7.098821, -4.168014, -12.738627], [-7.489780, -2.941768, -12.359190], [-8.059310, -5.044787, -12.398038], [-5.953257, -4.495488, -12.156046], [-1.441202, -7.215762, -13.088502], [-2.028623, -6.780183, -11.872775], [-2.508049, -7.684169, -10.902727], [-1.002109, -5.835392, -11.117467], [0.000357, -5.119334, -11.884194], [-0.048396, -3.674200, -11.461707], [-3.285336, -5.627299, -12.318987], [-0.011619, -5.283054, -12.962182], [0.939208, -5.598477, -11.597451], [-0.993979, -3.329732, -11.050288], [0.404231, -2.946528, -12.128806], [0.570040, -3.583093, -10.554904], [-4.075329, -5.630025, -11.578082], [-3.686905, -6.032393, -13.246595], [-2.894579, -4.618120, -12.420850], [-12.855850, -5.864918, -14.684489], [-12.273273, -6.395206, -13.504576], [-13.085638, -6.874430, -12.443253], [-11.297827, -7.556404, -13.908472], [-10.624213, -7.520369, -15.198026], [-10.249394, -8.929615, -15.555455], [-11.145201, -5.181700, -12.905572], [-9.713770, -6.916364, -15.112124], [-11.282791, -7.029542, -15.909290], [-10.096914, -9.002717, -16.635775], [-11.009262, -9.656979, -15.278117], [-9.292819, -9.227882, -15.122430], [-10.775487, -5.500362, -11.933676], [-11.711593, -4.263178, -12.788694], [-10.342071, -5.103515, -13.636684], [-4.695027, -4.805408, -20.002392], [-4.731278, -4.506978, -21.388138], [-5.050626, -5.488605, -22.361561], [-5.645017, -3.248769, -21.661236], [-5.608931, -2.168516, -20.694922], [-7.041717, -1.772374, -20.418756], [-3.134916, -3.838595, -21.806219], [-4.970091, -1.334462, -20.996159], [-5.185564, -2.506153, -19.746631], [-7.529989, -1.036747, -21.057184], [-7.090973, -1.222083, -19.467554], [-7.620033, -2.670482, -20.229828], [-2.997657, -2.898575, -21.285655], [-3.137552, -3.719566, -22.888600], [-2.419822, -4.632066, -21.600580], [-9.988002, 1.436449, -14.181440], [-10.661973, 0.627525, -13.224415], [-11.115061, 1.196675, -12.010493], [-11.931615, 0.044693, -13.971916], [-12.454413, -1.235510, -13.567785], [-13.831035, -1.327574, -14.184385], [-9.655546, -0.784709, -12.838675], [-12.522747, -1.214675, -12.470449], [-11.810885, -2.069693, -13.824283], [-14.455801, -0.496448, -13.865940], [-14.313590, -2.279629, -13.966117], [-13.724305, -1.283854, -15.270306], [-8.762596, -0.285443, -12.466576], [-9.454740, -1.391712, -13.716469], [-10.164275, -1.363002, -12.073230], [-4.275377, -10.551197, -18.755958], [-4.840661, -9.381134, -19.310516], [-5.379255, -9.411912, -20.638215], [-5.986838, -8.924496, -18.327785], [-7.087152, -8.177387, -18.848488], [-7.619138, -7.122331, -17.899622], [-3.727511, -8.004429, -19.182226], [-7.872395, -8.874526, -19.152168], [-6.836822, -7.655123, -19.778138], [-7.904299, -7.621993, -16.970196], [-8.401338, -6.539008, -18.375910], [-6.830117, -6.422640, -17.611671], [-2.769576, -8.418744, -18.866529], [-4.089332, -7.338680, -18.404139], [-3.579793, -7.446438, -20.099395], [1.087490, -3.409686, -16.383483], [0.761489, -4.333615, -17.408791], [1.720450, -5.226505, -17.956659], [-0.441368, -5.226734, -16.935047], [-1.430565, -4.635565, -16.055734], [-2.724738, -5.374982, -16.263867], [0.010426, -3.458597, -18.738786], [-1.558375, -3.571039, -16.245899], [-1.107147, -4.763844, -15.023659], [-2.844272, -5.886538, -17.216887], [-3.558852, -4.678664, -16.134861], [-2.930615, -6.167331, -15.538600], [0.693295, -2.679264, -19.066255], [-0.922136, -3.023055, -18.388503], [-0.158908, -4.180526, -19.532402], [-5.160595, -8.802657, -12.496142], [-5.952062, -9.642251, -13.337010], [-5.677051, -11.038375, -13.416545], [-7.475014, -9.546102, -12.875218], [-7.988147, -8.235519, -12.583672], [-8.853690, -8.288623, -11.350997], [-6.084266, -9.054381, -14.990136], [-8.435736, -7.724616, -13.442823], [-7.133841, -7.576262, -12.374854], [-8.349905, -8.762235, -10.511002], [-9.746572, -8.896574, -11.545893], [-9.267022, -7.319555, -11.068157], [-5.065059, -9.097755, -15.382971], [-6.311415, -7.987091, -14.939916], [-6.703052, -9.718895, -15.577624], [-0.658911, -0.753197, -10.869304], [-1.724539, -0.114468, -11.549961], [-1.482953, 0.607915, -12.757538], [-2.803964, -1.234204, -11.843857], [-4.067126, -0.767749, -12.442315], [-5.236290, -0.947803, -11.484103], [-2.520021, 0.947528, -10.368371], [-4.174777, -1.482841, -13.256950], [-3.963328, 0.246872, -12.818456], [-6.160478, -0.572346, -11.910115], [-5.005009, -0.427465, -10.558744], [-5.271257, -2.011338, -11.268636], [-2.860392, 1.862421, -10.844895], [-1.777758, 1.207869, -9.618368], [-3.320958, 0.396396, -9.889585], [-11.015172, 2.780274, -20.417972], [-10.990394, 1.423627, -20.837278], [-11.851820, 0.927147, -21.861645], [-9.501649, 1.086418, -21.277767], [-9.066247, 1.459638, -22.603374], [-7.563805, 1.655478, -22.551362], [-11.036647, 0.377824, -19.411852], [-9.553923, 2.378135, -22.926919], [-9.312560, 0.636894, -23.274717], [-6.999770, 0.726752, -22.546264], [-7.287789, 2.249464, -21.678496], [-7.273348, 2.270774, -23.406140], [-12.069235, 0.170166, -19.152516], [-10.601665, 1.012248, -18.639627], [-10.431712, -0.505078, -19.578744], [-6.912057, -3.094109, -7.172449], [-7.045515, -2.630131, -8.507620], [-6.769272, -1.289549, -8.852417], [-6.290974, -3.514627, -9.613154], [-5.153883, -4.302457, -9.177683], [-5.469799, -5.783556, -9.312074], [-8.661385, -3.029719, -9.127089], [-4.882371, -4.148178, -8.132281], [-4.290184, -3.971642, -9.755844], [-6.118086, -5.964333, -10.175346], [-6.010784, -6.125053, -8.429870], [-4.626248, -6.444548, -9.519628], [-9.321203, -2.788878, -8.293127], [-8.761944, -4.087448, -9.352898], [-8.837959, -2.454515, -10.029415]], "forces_ev_per_angstrom": [[0.598, 1.231, -0.824], [-0.582, -0.182, 0.777], [-0.158, -0.327, 0.173], [0.053, -0.344, -0.177], [-1.047, -1.288, 0.688], [0.068, 0.336, -0.330], [0.004, 0.458, -0.232], [1.200, 0.828, -0.512], [0.310, -1.014, 0.092], [-0.252, 0.017, 0.286], [-0.307, 0.279, 0.204], [-0.337, 0.140, -0.910], [0.159, -0.472, 0.068], [0.237, 0.187, 0.319], [-0.245, 0.131, 0.404], [0.533, -0.570, -0.765], [-0.036, 1.480, -0.039], [-0.275, -0.648, 0.719], [0.054, -0.293, -0.277], [0.683, -0.131, 0.075], [1.019, 0.343, 1.585], [-0.490, -0.333, -0.037], [-0.868, -0.067, 0.042], [0.050, 0.236, 0.123], [-0.400, -0.105, -0.771], [-0.349, -0.149, -0.434], [0.037, -0.035, -0.135], [0.111, -0.095, 0.142], [-0.151, 0.322, -0.076], [0.173, -0.061, -0.236], [-0.645, 0.362, -0.829], [0.625, 0.312, 0.216], [-0.103, -0.248, 0.285], [0.148, -0.435, 0.205], [0.193, 0.288, 0.096], [0.375, -0.404, -0.570], [-0.064, -0.274, 0.276], [-0.149, 0.141, 0.098], [-0.095, -0.191, -0.075], [-0.123, 0.070, 0.006], [-0.088, 0.100, 0.056], [-0.162, -0.006, 0.289], [0.115, -0.046, -0.058], [0.060, 0.146, -0.126], [0.002, 0.292, 0.048], [-0.351, -0.411, 0.927], [1.365, 0.908, -0.729], [-0.520, -0.255, -0.128], [0.144, 0.028, -0.111], [-0.546, 0.343, 0.879], [-0.100, 0.875, 1.188], [-0.520, -0.636, -0.681], [-0.113, -0.182, -0.671], [-0.053, -0.412, -0.157], [0.117, -0.582, -0.762], [0.355, -0.263, 0.099], [-0.206, 0.017, -0.370], [0.335, -0.069, 0.146], [-0.035, 0.321, 0.028], [0.185, 0.261, 0.419], [0.083, 0.103, -0.116], [0.150, -0.400, -0.876], [-0.214, 0.342, 1.161], [0.424, -0.575, -0.648], [-0.859, 0.504, 1.143], [0.242, -0.244, -0.516], [-0.347, 0.454, -0.099], [-0.121, -0.101, -0.106], [0.268, 0.058, -0.509], [-0.008, -0.045, 0.093], [0.024, 0.020, 0.213], [-0.066, 0.083, 0.011], [0.171, -0.386, 0.100], [0.158, 0.115, -0.144], [0.168, 0.003, 0.158], [0.470, -0.481, 0.619], [-0.573, 0.905, -1.354], [0.109, -0.100, 0.003], [-0.183, -0.041, 0.738], [-1.075, 0.940, -1.376], [1.176, -0.626, 0.795], [0.748, -0.097, 0.539], [0.076, -0.152, 0.274], [0.480, -0.262, 0.080], [-0.533, 0.306, -0.018], [-0.254, -0.228, 0.108], [0.001, 0.039, -0.150], [-0.010, 0.038, 0.028], [-0.067, 0.022, -0.028], [-0.395, -0.209, -0.232], [0.364, 0.535, 0.642], [-0.505, -0.219, -0.504], [0.362, -0.204, -0.024], [0.068, -0.106, 0.111], [-0.295, -0.488, 0.217], [-1.292, -0.323, 0.409], [-0.004, 0.043, -0.116], [0.227, 0.013, -0.191], [0.252, 0.122, -0.066], [0.320, 0.472, -0.317], [-0.010, -0.040, -0.188], [0.496, 0.082, 0.181], [0.034, 0.009, 0.012], [-0.021, 0.050, -0.045], [-0.089, 0.041, -0.055], [0.085, 0.381, -0.242], [-0.357, -0.857, -0.345], [-0.015, -0.127, 0.237], [-0.460, 0.103, -0.074], [1.110, 1.395, 0.682], [-1.158, -0.730, -0.303], [1.360, 0.752, 0.351], [-0.399, -0.717, -0.105], [0.000, -0.246, 0.116], [0.244, 0.225, -0.003], [0.139, -0.046, -0.043], [0.417, 0.169, -0.034], [-0.029, -0.161, -0.044], [-0.533, -0.139, -0.296], [-0.338, 0.161, 0.059], [0.574, -0.551, 0.242], [-0.455, 0.312, -0.111], [0.048, 0.212, -0.095], [-0.203, 0.535, 0.480], [-0.316, -0.810, -0.476], [1.490, -0.058, 0.098], [0.057, 0.216, 0.070], [-0.178, 0.424, -0.341], [0.166, -0.020, -0.069], [-0.058, -0.088, -0.057], [-0.419, 0.042, 0.105], [-0.487, 0.024, 0.142], [-0.210, -0.126, -0.100], [0.117, -0.084, -0.058], [-0.069, 0.088, 0.046], [-0.478, 0.744, -0.038], [0.708, -1.141, -0.059], [-0.515, 0.218, -0.241], [0.291, -0.127, 0.177], [0.371, -0.236, 0.053], [-0.037, 0.681, -0.006], [0.265, 0.783, 0.221], [-0.144, -0.040, 0.081], [-0.232, 0.148, -0.073], [-0.050, -0.059, -0.022], [-0.082, -0.138, 0.096], [0.112, -0.287, -0.143], [-0.067, -0.122, -0.163], [0.072, -0.309, 0.182], [-0.162, -0.139, -0.040], [0.527, -0.457, 0.387], [-1.308, -1.017, -2.170], [0.333, 1.463, 0.320], [0.684, -0.303, 1.466], [0.783, -0.781, 0.049], [-0.572, -0.251, -0.679], [-0.202, 0.010, 0.707], [-0.341, 0.554, -0.022], [-0.158, -0.074, -0.263], [-0.096, 0.194, 0.084], [0.087, -0.107, 0.009], [0.311, 0.282, 0.442], [-0.298, 0.219, -0.328], [0.263, -0.075, 0.141], [-0.074, 0.191, 0.105]]}